Entry 1:
{"formula": "C41H41MoN2O7SSe2Te2", "method": "ωB97M-V/def2-TZVPD", "charge": -1, "homo_ev": [-4.0, -4.0], "total_energy_ha": -8028.67821, "homo_lumo_gap_ev": [6.163, 6.157], "e_lumo_ev": [2.191, 2.149], "species": ["Mo", "C", "C", "C", "O", "C", "C", "O", "C", "O", "C", "C", "C", "C", "C", "C", "C", "C", "C", "C", "C", "C", "C", "O", "C", "C", "C", "C", "C", "C", "C", "C", "C", "C", "C", "C", "H", "H", "H", "H", "H", "H", "H", "H", "H", "H", "H", "H", "H", "H", "H", "H", "H", "H", "H", "H", "H", "H", "H", "H", "H", "H", "H", "H", "C", "O", "C", "C", "C", "C", "C", "C", "O", "C", "O", "C", "H", "H", "H", "H", "H", "H", "H", "H", "H", "Se", "Te", "Te", "Se", "N", "C", "N", "S", "H", "H", "H", "H"], "xyz": [[0.0320, -0.2282, 0.3602], [-0.7509, -6.2688, -0.6441], [-1.3892, -5.3341, -1.6591], [-2.2176, -6.0570, -2.6959], [-0.3961, -4.5693, -2.3198], [-0.3652, -3.2386, -1.7993], [-1.4414, -3.2411, -0.7090], [-2.2233, -4.3972, -1.0044], [-2.3416, -1.9920, -0.7341], [-1.4625, -0.9009, -0.5681], [-3.3718, -1.9401, 0.3921], [-4.0048, -0.7192, 0.6113], [-4.9687, -0.5902, 1.5949], [-5.3203, -1.6861, 2.3741], [-4.6873, -2.9010, 2.1651], [-3.7134, -3.0288, 1.1786], [-3.0595, -1.8330, -2.0736], [-4.0909, -2.6961, -2.4428], [-4.7387, -2.5347, -3.6568], [-4.3796, -1.5002, -4.5168], [-3.3718, -0.6272, -4.1429], [-2.7168, -0.7944, -2.9255], [1.0848, -2.8046, -1.3442], [1.0276, -1.9167, -0.2859], [1.7968, -2.1660, -2.5609], [3.1424, -2.3961, -2.8333], [3.7611, -1.8471, -3.9519], [3.0413, -1.0468, -4.8260], [1.7154, -0.7545, -4.5325], [1.1116, -1.2929, -3.4075], [1.8582, -4.0418, -0.8463], [2.2663, -5.0718, -1.6977], [2.9555, -6.1714, -1.2161], [3.2492, -6.2739, 0.1418], [2.8510, -5.2590, 0.9951], [2.1667, -4.1477, 0.5033], [-0.0530, -6.9445, -1.1400], [-1.5231, -6.8533, -0.1400], [-0.1938, -5.6987, 0.1000], [-1.5949, -6.7644, -3.2449], [-2.6344, -5.3271, -3.3892], [-3.0312, -6.6026, -2.2152], [-0.6826, -2.5946, -2.6154], [-0.9996, -3.3148, 0.2892], [-3.7116, 0.1403, 0.0204], [-5.4339, 0.3726, 1.7666], [-6.0643, -1.5852, 3.1545], [-4.9382, -3.7564, 2.7807], [-3.2208, -3.9802, 1.0352], [-4.3880, -3.4918, -1.7733], [-5.5372, -3.2143, -3.9295], [-4.8897, -1.3770, -5.4645], [-3.0846, 0.1951, -4.7873], [-1.9490, -0.0928, -2.6293], [3.7221, -3.0260, -2.1710], [4.8075, -2.0578, -4.1396], [3.5140, -0.6272, -5.7052], [1.1447, -0.0880, -5.1684], [0.0905, -1.0064, -3.1887], [2.0432, -5.0072, -2.7541], [3.2621, -6.9547, -1.8993], [3.7834, -7.1359, 0.5228], [3.0706, -5.3232, 2.0544], [1.8425, -3.3542, 1.1638], [5.9116, 2.4647, -4.1215], [4.5424, 2.3799, -3.7754], [4.2011, 1.7890, -2.5966], [5.1918, 1.3175, -1.6714], [4.7653, 0.7816, -0.5002], [3.3880, 0.6305, -0.1862], [2.9462, 0.2141, 1.0888], [3.8224, -0.1443, 2.2462], [1.7046, 0.1636, 1.3238], [2.4019, 1.0132, -1.1633], [1.1419, 0.8367, -1.0324], [2.8705, 1.6652, -2.3429], [5.9432, 2.9375, -5.0996], [6.3673, 1.4741, -4.1860], [6.4675, 3.0762, -3.4071], [6.2469, 1.4018, -1.8784], [5.5054, 0.4600, 0.2192], [4.8857, -0.0311, 2.0640], [3.5994, -1.1814, 2.5052], [3.5254, 0.4693, 3.0976], [2.1415, 2.0227, -3.0558], [-0.4582, -1.6544, 2.3743], [-1.7806, -0.3739, 4.1245], [-0.7613, 2.0524, 3.5751], [-1.0770, 1.9183, 1.0730], [-3.0941, 3.7488, -3.7666], [-2.4655, 3.2456, -2.6644], [-3.1251, 3.4193, -1.5047], [-1.0088, 2.4324, -2.7170], [-3.7799, 4.4770, -3.6579], [-2.5305, 3.7754, -4.5988], [-4.0508, 3.8088, -1.4664], [-2.7162, 3.0244, -0.6650]], "forces_ev_per_a": [[-0.8, -0.9, -1.7], [0.0, -0.1, 0.0], [0.0, 0.2, 0.1], [-0.1, -0.1, -0.1], [0.0, 0.0, -0.2], [0.0, -0.1, 0.1], [-0.1, -0.3, 0.1], [0.1, 0.0, 0.0], [0.4, 0.2, 0.0], [0.0, 0.4, 0.3], [0.0, 0.0, 0.0], [0.0, 0.0, 0.0], [0.0, 0.0, 0.0], [0.0, 0.0, 0.0], [0.0, 0.0, 0.0], [0.0, -0.1, 0.1], [-0.1, 0.0, 0.0], [0.0, 0.0, 0.0], [0.0, 0.0, 0.0], [0.0, -0.1, 0.1], [0.0, 0.0, 0.1], [0.0, 0.0, -0.1], [0.0, 0.0, 0.0], [0.0, 0.3, 0.2], [0.0, -0.1, 0.0], [0.1, 0.0, 0.0], [-0.1, 0.0, 0.0], [0.0, 0.0, 0.1], [0.1, 0.1, 0.0], [0.0, 0.0, 0.0], [0.0, -0.1, 0.0], [0.0, 0.0, -0.1], [0.0, 0.0, 0.1], [0.0, 0.0, -0.1], [0.0, 0.1, 0.0], [0.0, -0.1, 0.0], [0.0, 0.0, 0.0], [0.0, 0.0, 0.0], [0.0, 0.0, 0.0], [0.0, 0.0, 0.0], [0.0, 0.0, 0.0], [0.0, 0.0, 0.0], [-0.1, 0.0, 0.1], [0.0, 0.0, 0.0], [0.0, 0.0, 0.0], [0.0, 0.0, 0.0], [0.0, 0.0, 0.0], [0.0, 0.0, 0.0], [0.0, 0.0, 0.0], [0.0, 0.0, 0.0], [0.0, 0.0, 0.0], [0.0, 0.0, 0.0], [0.0, 0.0, 0.0], [0.0, 0.0, 0.0], [0.0, 0.0, 0.0], [0.0, 0.0, 0.0], [0.0, 0.0, 0.0], [0.0, 0.0, 0.0], [0.0, 0.0, 0.0], [0.0, 0.0, 0.0], [0.0, 0.0, 0.0], [0.0, 0.0, 0.0], [0.0, 0.0, 0.0], [0.0, 0.0, 0.0], [-0.1, 0.0, 0.1], [0.0, 0.0, 0.0], [0.7, -0.1, 0.1], [-0.4, 0.3, -0.5], [-0.3, -0.1, 0.2], [0.1, -0.1, -0.1], [-0.7, 0.1, -0.3], [0.0, 0.0, 0.1], [1.5, 0.0, 1.1], [0.3, 0.3, -0.3], [-0.2, -0.2, 0.2], [-0.3, -0.3, 0.3], [0.0, 0.0, 0.0], [0.0, 0.0, 0.0], [0.0, 0.0, 0.0], [0.0, 0.0, 0.0], [0.0, 0.0, 0.0], [0.0, 0.0, 0.0], [0.0, 0.0, 0.0], [0.0, 0.0, 0.0], [0.0, 0.0, 0.0], [0.2, 0.1, 0.3], [-0.1, 0.0, -0.1], [0.0, -0.1, 0.0], [0.0, 0.2, 0.0], [0.2, 0.0, -0.1], [0.0, -0.1, 0.3], [0.1, 0.0, 0.0], [-0.2, 0.2, -0.2], [0.0, 0.0, 0.0], [0.0, 0.0, 0.0], [0.0, 0.0, 0.0], [0.0, 0.0, 0.0]], "lowdin_charge": [1.2408, 0.0260, -0.5794, 0.0175, -0.0121, -0.1185, -0.1726, -0.0325, -0.3693, -0.3952, -0.1657, -0.0333, -0.0922, -0.1142, -0.0851, -0.0369, -0.1244, -0.0184, -0.0857, -0.1033, -0.0735, -0.0375, -0.3692, -0.3524, -0.1027, -0.0269, -0.0863, -0.1042, -0.0770, -0.0246, -0.1437, -0.0592, -0.0930, -0.1088, -0.0841, -0.0194, 0.0886, 0.0897, 0.0868, 0.0886, 0.0872, 0.0891, 0.1292, 0.0995, 0.1057, 0.1011, 0.0945, 0.0971, 0.1126, 0.1183, 0.0955, 0.0916, 0.0961, 0.0437, 0.1137, 0.0950, 0.0945, 0.1044, 0.0973, 0.1226, 0.0959, 0.0904, 0.0962, 0.0835, -0.0916, -0.0786, -0.2631, -0.0270, -0.0239, -0.0843, -0.3266, 0.0263, -0.3048, -0.2941, -0.2479, 0.0691, 0.0881, 0.0913, 0.0899, 0.0927, 0.1020, 0.0648, 0.0994, 0.1000, 0.1153, 0.0006, 0.1064, 0.0802, -0.1210, 0.0626, -0.9669, 0.0806, 0.6330, 0.0875, 0.0759, 0.0983, -0.0254]}

***

Entry 2:
{"formula": "C41H42AsMnN3O7S2", "method": "ωB97M-V/def2-TZVPD", "charge": -2, "homo_ev": [-1.1, -1.2], "total_energy_ha": -6461.79913, "homo_lumo_gap_ev": [5.206, 5.303], "spin_multiplicity": 6, "e_lumo_ev": [4.069, 4.069], "species": ["Mn", "C", "C", "O", "C", "C", "C", "N", "N", "C", "O", "C", "C", "C", "C", "C", "C", "H", "H", "H", "H", "H", "H", "H", "H", "H", "H", "H", "H", "C", "C", "C", "C", "C", "C", "C", "S", "O", "O", "N", "C", "C", "O", "O", "H", "H", "H", "H", "H", "H", "H", "H", "H", "C", "S", "C", "H", "H", "H", "H", "H", "H", "O", "As", "C", "C", "C", "C", "C", "C", "C", "C", "C", "C", "C", "C", "C", "C", "C", "C", "C", "C", "H", "H", "H", "H", "H", "H", "H", "H", "H", "H", "H", "H", "H", "H", "H"], "xyz": [[0.2351, 0.3083, -0.3886], [-1.6311, 1.8187, 3.3131], [-0.8359, 0.7774, 2.5304], [-1.2370, 0.5481, 1.3407], [0.2085, 0.1469, 3.1726], [1.0384, -0.8602, 2.5785], [2.0452, -1.5489, 3.4682], [0.9467, -1.1498, 1.3200], [1.7652, -2.1956, 0.8847], [1.9034, -2.1470, -0.4126], [1.4427, -1.2798, -1.2265], [2.7238, -3.2561, -1.0127], [3.5870, -4.0355, -0.2448], [4.3488, -5.0293, -0.8332], [4.2554, -5.2697, -2.2000], [3.3976, -4.4972, -2.9727], [2.6437, -3.4927, -2.3842], [-2.0905, 2.5148, 2.6109], [-0.9924, 2.3757, 3.9990], [-2.4232, 1.3417, 3.8955], [0.4423, 0.4493, 4.1852], [1.9186, -1.2380, 4.5045], [3.0554, -1.3013, 3.1372], [1.9466, -2.6318, 3.3879], [3.6429, -3.8331, 0.8158], [5.0253, -5.6192, -0.2259], [4.8547, -6.0471, -2.6591], [3.3228, -4.6709, -4.0400], [1.9900, -2.8587, -2.9678], [4.5291, 2.2403, -5.3983], [3.1887, 2.3864, -4.7290], [2.6250, 3.6381, -4.5299], [1.4024, 3.7762, -3.8847], [0.7320, 2.6529, -3.4345], [1.2854, 1.3899, -3.6194], [2.5018, 1.2636, -4.2627], [-0.8076, 2.7963, -2.5272], [-1.2239, 4.1754, -2.7219], [-1.6725, 1.7962, -3.1574], [-0.5207, 2.3873, -1.0584], [0.2115, 3.3859, -0.2783], [1.6002, 2.8998, 0.1787], [2.4349, 3.7633, 0.4782], [1.7650, 1.6434, 0.2335], [4.8231, 3.1654, -5.8956], [4.5171, 1.4417, -6.1415], [5.3039, 1.9941, -4.6696], [3.1518, 4.5216, -4.8758], [0.9564, 4.7490, -3.7274], [0.7686, 0.5117, -3.2476], [2.9375, 0.2787, -4.3809], [-0.3653, 3.6037, 0.6297], [0.3379, 4.3332, -0.8078], [5.0704, 1.9365, -1.0834], [4.1231, 0.4093, -1.1741], [5.1830, -0.5340, -2.2909], [6.0709, 1.7770, -0.6763], [4.5040, 2.5998, -0.4284], [5.1476, 2.4073, -2.0663], [5.3397, -0.0087, -3.2336], [4.6685, -1.4719, -2.4977], [6.1554, -0.7629, -1.8493], [-1.2852, -0.5885, -1.5382], [-2.9101, -0.3314, -1.5769], [-3.5792, -1.4429, -0.1389], [-2.6850, -2.3689, 0.3963], [-3.0866, -3.1872, 1.4407], [-4.3729, -3.0803, 1.9516], [-5.2582, -2.1438, 1.4285], [-4.8588, -1.3203, 0.3861], [-3.8002, 1.3442, -1.2400], [-4.7253, 1.8721, -2.1306], [-5.3847, 3.0485, -1.8127], [-5.1062, 3.6996, -0.6171], [-4.1697, 3.1731, 0.2599], [-3.5115, 1.9896, -0.0441], [-3.6885, -1.0907, -3.1850], [-4.5019, -2.2204, -3.0801], [-5.0423, -2.7981, -4.2200], [-4.7740, -2.2506, -5.4687], [-3.9544, -1.1313, -5.5767], [-3.4074, -0.5501, -4.4440], [-1.6677, -2.3980, 0.0223], [-2.3835, -3.8894, 1.8703], [-4.6808, -3.7134, 2.7758], [-6.2531, -2.0409, 1.8451], [-5.5399, -0.5714, -0.0060], [-4.9191, 1.3854, -3.0766], [-6.0945, 3.4713, -2.5131], [-5.6071, 4.6314, -0.3805], [-3.9278, 3.6934, 1.1796], [-2.7243, 1.6054, 0.6049], [-4.7105, -2.6581, -2.1101], [-5.6671, -3.6785, -4.1290], [-5.1976, -2.7004, -6.3593], [-3.7328, -0.7085, -6.5487], [-2.7510, 0.3067, -4.5230]], "forces_ev_per_a": [[0.2, -0.1, 0.9], [0.1, 0.0, 0.0], [-0.1, 0.0, 0.1], [0.1, 0.1, -0.1], [0.0, 0.0, -0.1], [0.0, 0.0, -0.1], [0.0, 0.0, -0.1], [0.1, -0.1, -0.1], [0.0, 0.1, 0.0], [0.1, 0.0, 0.0], [-0.1, 0.0, -0.2], [0.0, 0.0, -0.1], [-0.1, 0.1, 0.0], [0.0, -0.1, -0.1], [0.0, 0.0, 0.0], [0.1, 0.0, 0.0], [0.0, 0.1, 0.1], [0.0, 0.0, 0.0], [0.0, 0.0, 0.0], [-0.1, 0.0, 0.0], [0.0, 0.0, 0.0], [0.0, 0.0, 0.0], [0.0, 0.0, 0.0], [0.0, 0.0, 0.0], [0.0, 0.0, 0.0], [0.0, 0.0, 0.0], [0.0, 0.0, 0.0], [0.0, 0.0, 0.0], [0.0, 0.0, 0.0], [0.0, 0.0, 0.0], [0.0, -0.1, 0.0], [0.0, 0.0, 0.0], [-0.1, 0.0, 0.0], [0.0, 0.0, 0.0], [0.0, 0.0, 0.0], [0.0, 0.1, 0.0], [-0.1, -0.3, -0.4], [0.0, 0.1, 0.1], [0.0, 0.0, 0.0], [0.0, 0.0, -0.2], [0.0, 0.0, 0.1], [-0.1, 0.1, 0.0], [0.1, 0.1, 0.1], [0.0, 0.0, -0.1], [0.0, 0.0, 0.0], [0.0, 0.0, 0.0], [0.0, 0.0, 0.0], [0.0, 0.0, 0.0], [0.0, 0.0, 0.0], [0.0, 0.0, 0.0], [0.0, 0.0, 0.0], [0.1, 0.0, 0.0], [0.0, 0.0, 0.1], [-0.1, 0.0, 0.0], [0.0, -0.1, 0.0], [0.0, 0.1, 0.1], [0.0, 0.0, 0.0], [0.0, 0.0, 0.0], [0.0, 0.0, 0.0], [0.0, 0.1, -0.1], [0.0, 0.0, 0.0], [0.0, 0.0, 0.0], [-0.2, 0.0, -0.4], [-0.1, -0.1, 0.3], [0.1, -0.1, 0.0], [0.0, 0.2, 0.0], [0.0, 0.0, 0.0], [-0.1, 0.0, 0.0], [0.0, -0.1, 0.1], [0.0, 0.0, -0.1], [0.1, 0.0, 0.0], [0.0, -0.1, 0.0], [0.0, 0.1, 0.0], [0.0, 0.0, 0.0], [0.0, 0.0, 0.0], [0.2, 0.2, 0.0], [-0.1, 0.0, -0.1], [0.1, 0.2, 0.0], [0.0, 0.1, -0.2], [0.0, 0.0, 0.1], [-0.1, -0.1, 0.0], [0.0, -0.1, 0.3], [0.0, 0.0, 0.0], [0.0, 0.0, 0.0], [0.0, 0.0, 0.0], [0.0, 0.0, 0.0], [0.0, 0.0, 0.0], [0.0, 0.0, 0.0], [0.0, 0.0, 0.0], [0.0, 0.0, 0.0], [0.0, 0.0, 0.0], [-0.1, -0.1, 0.0], [0.0, 0.1, 0.0], [0.0, 0.0, 0.0], [0.0, 0.0, 0.0], [0.0, 0.0, 0.0], [0.0, 0.1, 0.1]], "lowdin_spin": [4.6823, 0.0021, 0.0084, 0.0353, 0.0035, 0.0105, 0.0023, 0.0264, 0.0029, 0.0042, 0.0426, 0.0013, 0.0003, 0.0001, 0.0000, 0.0001, 0.0003, 0.0000, 0.0006, 0.0001, 0.0002, 0.0002, 0.0005, 0.0003, 0.0001, 0.0000, 0.0000, 0.0000, 0.0001, 0.0000, 0.0001, 0.0004, 0.0000, 0.0013, 0.0036, 0.0007, 0.0074, 0.0038, 0.0009, 0.0305, 0.0028, 0.0068, 0.0058, 0.0450, 0.0000, 0.0000, 0.0000, 0.0000, 0.0000, 0.0025, 0.0000, 0.0001, 0.0004, 0.0001, 0.0000, 0.0000, 0.0000, 0.0001, 0.0000, 0.0000, 0.0000, 0.0000, 0.0437, 0.0101, 0.0012, -0.0001, 0.0000, 0.0000, 0.0001, 0.0003, 0.0003, 0.0002, 0.0000, 0.0002, 0.0000, 0.0002, 0.0033, 0.0011, 0.0001, 0.0007, 0.0000, 0.0009, 0.0000, 0.0000, 0.0000, 0.0000, 0.0000, 0.0000, 0.0000, 0.0000, 0.0000, 0.0000, 0.0001, 0.0000, 0.0001, 0.0000, 0.0001]}

***

Q: Look up the charge of the second one.
A: -2

***

Q: What is the charge in the first record?
A: -1

***

Q: What is the formula in the second record?
A: C41H42AsMnN3O7S2

***

Q: Which of these has the lowest charge?
A: C41H42AsMnN3O7S2